# 1
The following is a DFT calculation (ωB97M-V/def2-TZVPD) of an isolated ion of composition C2H10N4 and charge +2.

```
16
Properties=species:S:1:pos:R:3:forces:R:3
C 0.897 0.749 0.162 6.8859 -2.2372 1.0697
C -1.357 0.323 -0.603 -0.0748 0.1695 1.0783
N -0.029 -0.082 -0.333 -0.9178 0.9013 -0.3130
N 2.280 0.394 0.334 -4.3960 3.5837 0.6895
N -2.296 -0.183 0.476 -3.2954 -0.7432 -0.5199
N 2.953 -0.616 -0.161 3.3410 -2.0938 0.4768
H 0.714 1.754 0.441 -0.5168 0.6887 0.2566
H -1.399 1.380 -0.518 -0.3664 0.9890 -0.4722
H -1.756 -0.083 -1.514 0.0632 0.1435 -0.6275
H 3.025 0.996 0.842 -2.6206 -0.2590 -1.0129
H -2.722 -1.153 0.308 1.5178 0.9336 0.5024
H -3.224 0.328 0.352 1.2915 0.0231 0.5666
H -1.964 -0.062 1.444 -0.1799 -0.1717 -0.2563
H 0.001 -1.037 -0.519 1.7343 -1.8732 -0.1331
H 2.570 -1.410 -0.621 -0.7950 -0.2983 -0.2378
H 3.840 -0.831 0.384 -1.6710 0.2439 -1.0674
```
Forces are in eV/Å.

Properties
Net charge   +2
SMILES   N/[NH+]=C\NC[NH3+]
Highest occupied orbital energy (spin up / spin down)   -17.04 / -17.04 eV
Frontier orbital gap (spin up / spin down)   9.07 / 9.07 eV
Relative energy (zero: lowest compared OMol25 entry of this formula, charge and spin)   163.0 kJ/mol
Strongest force on any atom   7.32 eV Å⁻¹

These are the Mulliken partial charges, in e, on atoms 1 to 8: 0.19, -0.53, -0.20, 0.12, -0.41, -0.50, 0.33, 0.40

# 2
The following is a DFT calculation (ωB97M-V/def2-TZVPD) of C4H16BaFO4 as an isolated structure.

```
26
Properties=species:S:1:pos:R:3:forces:R:3
Ba 14.260 -8.968 1.337 0.5416 1.8415 1.7116
F 14.537 -6.994 3.155 -0.2174 -1.7695 -1.6414
C 16.828 -4.530 4.612 0.0748 -0.5025 -0.4415
O 15.673 -4.428 3.786 -0.3548 -0.0584 -0.0493
H 17.041 -3.563 5.063 -0.1384 0.0464 -0.1137
H 16.706 -5.272 5.404 -0.0544 0.0462 0.0414
H 17.669 -4.833 3.979 0.2285 0.0751 0.2897
H 15.302 -5.308 3.603 0.2767 0.4550 0.3160
C 17.530 -6.022 1.232 -0.5603 -0.2402 0.4260
O 17.186 -6.965 2.268 -0.2329 -0.6271 -0.8630
H 18.587 -6.158 1.037 0.0226 0.2707 -0.0427
H 16.955 -6.215 0.318 0.1658 -0.0612 -0.1207
H 17.255 -5.022 1.569 0.3944 0.1086 -0.0471
H 16.244 -6.859 2.447 -0.1297 0.4415 0.6621
C 16.481 -8.511 5.505 0.2260 0.4369 0.5557
O 15.385 -7.659 5.809 -0.1076 -0.4195 -0.4147
H 16.441 -9.411 6.118 -0.1677 -0.0686 -0.0183
H 16.551 -8.793 4.452 -0.1289 0.0140 -0.1816
H 17.405 -7.991 5.762 0.1602 -0.0755 -0.1411
H 15.022 -7.343 4.971 -0.0073 0.1161 0.1113
C 12.188 -5.114 5.065 0.7134 -1.7701 0.8979
O 12.305 -5.330 3.671 -0.7194 0.3791 -0.5420
H 11.308 -4.578 5.408 0.0753 0.5921 -0.7790
H 12.059 -6.093 5.557 0.0714 0.0513 0.0440
H 13.122 -4.724 5.474 -0.2126 0.5028 0.0162
H 13.037 -5.935 3.504 0.0807 0.2153 0.3242
```
Forces are in eV/Å.

Properties
Net charge   +1
Highest occupied orbital energy   -11.90 eV
Frontier orbital gap   5.90 eV
Relative energy (zero: lowest compared OMol25 entry of this formula, charge and spin)   216.6 kJ/mol
Strongest force on any atom   2.57 eV Å⁻¹

These are the Mulliken partial charges, in e, on atoms 1 to 8: 1.87, -0.88, -0.43, -0.49, 0.29, 0.20, 0.20, 0.24

# 3
The following is a DFT calculation (ωB97M-V/def2-TZVPD) of C28H20BeN5OS2 as an isolated structure.

```
57
Properties=species:S:1:pos:R:3:forces:R:3
Be -0.538 -0.181 -0.474 -0.5053 -0.0896 0.3187
S -1.474 -0.916 4.060 0.0120 0.0541 -0.0746
C -0.418 0.460 4.292 0.0005 0.0303 -0.0307
C 0.109 0.905 5.491 -0.0317 -0.0126 0.0157
C 0.991 1.980 5.490 -0.0229 0.0053 -0.0005
C 1.352 2.563 4.283 0.0165 -0.0318 -0.0341
C 0.826 2.118 3.077 -0.0625 0.0150 -0.0112
C -0.117 1.086 3.067 -0.1081 -0.1477 -0.1191
N -0.745 0.489 1.975 0.1467 -0.0050 0.0686
C -1.342 -0.737 2.316 0.0945 0.1523 -0.1329
C -1.768 -1.746 1.404 0.0436 0.0633 -0.0598
C -2.533 -2.841 1.870 0.0699 0.0335 -0.0265
C -2.939 -3.838 0.997 0.0175 0.0495 -0.0141
C -2.596 -3.768 -0.350 0.0328 0.0738 -0.0009
C -1.834 -2.682 -0.805 0.0603 -0.0458 0.0887
C -1.395 -1.652 0.023 -0.0192 -0.0848 0.0452
H -0.164 0.412 6.418 0.0283 0.0088 -0.0429
H 1.409 2.342 6.421 -0.0069 -0.0180 -0.0107
H 2.077 3.370 4.273 -0.0335 -0.0213 -0.0141
H 1.160 2.559 2.152 -0.0050 0.0118 0.0257
H -2.813 -2.902 2.918 -0.0175 -0.0200 -0.0571
H -3.530 -4.670 1.369 0.0272 0.0340 -0.0119
H -2.919 -4.544 -1.038 0.0270 0.0351 0.0384
H -1.565 -2.653 -1.863 -0.0539 0.0044 0.0940
S 4.808 0.074 -5.241 0.1381 0.0192 -0.1267
N 3.194 0.182 -5.460 0.1845 -0.0250 0.0120
C 2.643 0.083 -4.272 -0.1958 -0.0251 0.2792
C 1.215 0.121 -3.990 -0.1037 0.0077 -0.0713
C 0.216 0.211 -4.933 0.2354 0.0029 -0.0379
C -1.122 0.218 -4.528 -0.1472 0.0166 0.1202
C -1.413 0.152 -3.166 0.0397 0.0736 -0.0961
N -0.489 0.074 -2.225 0.3370 -0.0886 -0.0723
C 0.838 0.030 -2.619 -0.0620 0.0054 0.0511
C 1.763 -0.142 -1.591 -0.0792 0.0332 0.0880
N 1.223 -0.263 -0.323 0.2796 0.0754 -0.3848
C 2.053 -0.458 0.687 0.0522 -0.0263 0.0370
C 3.440 -0.527 0.541 -0.1311 0.0011 0.0711
C 3.994 -0.399 -0.734 0.0448 0.0324 -0.1168
C 3.166 -0.208 -1.820 0.0615 -0.0267 0.0338
C 3.605 -0.080 -3.202 -0.2976 0.0273 0.1946
N 4.851 -0.098 -3.618 -0.0028 0.0020 -0.1880
H 0.485 0.268 -5.982 -0.0210 0.0031 0.0122
H -1.927 0.278 -5.246 0.0001 0.0062 0.0128
H -2.439 0.176 -2.820 0.0075 -0.0619 -0.0167
H 1.598 -0.572 1.666 -0.0193 0.0192 -0.0608
H 4.057 -0.684 1.413 0.0094 0.0000 0.0025
H 5.066 -0.451 -0.887 -0.0250 -0.0086 0.0118
C -3.336 0.896 -0.302 -0.0797 0.0503 -0.0787
O -2.591 1.252 0.828 -0.0603 -0.0426 -0.0091
C -1.160 1.105 0.654 0.0631 -0.1658 0.2347
C -0.655 2.525 0.465 0.2018 -0.1165 -0.0433
H -4.390 0.966 -0.030 -0.0352 0.0312 -0.0071
H -3.122 -0.130 -0.620 -0.0376 0.0658 -0.0027
H -3.154 1.577 -1.150 -0.0077 0.0033 0.0529
H -1.224 2.935 -0.373 0.0399 -0.0220 -0.0129
H 0.403 2.564 0.180 -0.0588 -0.0016 0.0725
H -0.830 3.170 1.331 -0.0413 0.0401 -0.0151
```
Forces are in eV/Å.

Properties
Net charge   -1
Highest occupied orbital energy (spin up / spin down)   -2.59 / -2.46 eV
Frontier orbital gap (spin up / spin down)   4.73 / 4.74 eV
Strongest force on any atom   0.60 eV Å⁻¹

These are the Mulliken partial charges, in e, on atoms 1 to 8: 0.39, -0.57, 0.61, -0.66, -0.47, -0.99, -0.07, -0.35

# 4
The following is a DFT calculation (ωB97M-V/def2-TZVPD) of one molecule with the formula C3H5N3O.

```
12
Properties=species:S:1:pos:R:3:forces:R:3
C -1.303 -0.803 0.190 -0.7302 1.0830 0.5091
C 1.941 -0.322 0.024 0.5585 -0.0994 -0.4240
C 0.367 1.056 -0.118 -1.0101 0.8882 -0.6222
H -1.118 -1.036 1.252 0.0945 0.0568 -0.3730
H -2.107 -0.051 0.130 0.2965 -0.2590 0.1176
H -1.660 -1.661 -0.342 -0.0275 -0.5768 -0.2238
H 2.888 -0.858 0.111 -0.2568 0.3046 0.1003
H -1.226 1.941 -0.398 -0.4897 0.2403 -0.1356
N -0.166 -0.237 -0.497 0.4127 0.5108 0.2148
N 1.739 0.938 0.125 -0.1467 -1.2909 0.1942
N -0.274 2.158 -0.144 0.5829 -0.9483 0.3290
O 0.918 -1.125 -0.332 0.7159 0.0907 0.3136
```
Forces are in eV/Å.

Properties
SMILES   [H]/N=c1/ncon1C
Highest occupied orbital energy   -9.22 eV
Frontier orbital gap   10.00 eV
Relative energy (zero: lowest compared OMol25 entry of this formula, charge and spin)   271.7 kJ/mol
Strongest force on any atom   1.48 eV Å⁻¹

These are the Mulliken partial charges, in e, on atoms 1 to 8: -0.74, 0.18, 0.43, 0.29, 0.31, 0.27, 0.37, 0.24

# 5
The following is a DFT calculation (ωB97M-V/def2-TZVPD) of C5H6N2S2 as an isolated structure.

```
15
Properties=species:S:1:pos:R:3:forces:R:3
C 1.852 0.706 -0.227 0.3770 0.0193 -0.4447
C 1.424 -0.599 -0.069 3.4113 -0.7135 0.5744
C 3.268 0.592 0.033 -0.3133 1.6504 0.2847
C 3.431 -0.813 0.060 -3.2017 -1.4416 -0.6357
C -0.984 -0.832 0.452 -0.2219 0.1490 0.1601
N 1.224 1.878 -0.554 -0.0807 0.0953 0.1842
N 0.344 -1.318 0.127 0.0848 -0.1846 0.0172
S 4.404 1.762 0.315 -0.2808 -0.0961 -0.1467
S 4.359 -2.059 -0.174 0.0649 0.2292 0.2593
H -1.115 -0.751 1.535 -0.0170 0.0448 -0.0793
H -1.144 0.148 0.006 -0.0040 -0.0589 0.0116
H -1.718 -1.537 0.060 -0.0177 0.1292 -0.0049
H 0.472 1.848 -1.225 0.0772 -0.0204 0.0863
H 1.872 2.646 -0.677 0.0055 0.0224 -0.0396
H 0.490 -2.305 0.307 0.1164 0.1755 -0.2268
```
Forces are in eV/Å.

Properties
Highest occupied orbital energy (spin up / spin down)   -7.46 / -7.46 eV
Frontier orbital gap (spin up / spin down)   6.64 / 6.64 eV
Relative energy (zero: lowest compared OMol25 entry of this formula, charge and spin)   166.0 kJ/mol
Strongest force on any atom   3.57 eV Å⁻¹

These are the Mulliken partial charges, in e, on atoms 1 to 8: 0.30, 0.13, 0.13, 0.01, -0.73, -0.48, -0.22, -0.34

# 6
The following is a DFT calculation (ωB97M-V/def2-TZVPD) of a 2-piece molecular cluster, CH6S overall.

```
8
Properties=species:S:1:pos:R:3:forces:R:3
S -1.636 2.554 -0.680 -0.2862 0.3504 -0.3903
H -1.224 1.291 -0.546 0.1794 0.0138 0.3605
H -1.194 3.038 0.489 0.1179 -0.3770 0.0331
C 0.816 -1.346 0.141 -0.1505 -0.7577 0.2549
H -0.269 -1.422 0.199 -0.0105 0.4538 0.2563
H 1.232 -1.966 0.938 -0.0368 -0.0125 -0.1017
H 1.216 -0.344 0.272 -0.2372 0.0841 -0.3023
H 1.058 -1.804 -0.813 0.4239 0.2451 -0.1105
```
Forces are in eV/Å.

Properties
SMILES   C.S
Highest occupied orbital energy   -9.79 eV
Frontier orbital gap   10.68 eV
Relative energy (zero: lowest compared OMol25 entry of this formula, charge and spin)   7.9 kJ/mol
Strongest force on any atom   0.81 eV Å⁻¹

Here is what Mulliken gives for the atomic charges, in e: -0.27, 0.13, 0.14, -0.93, 0.22, 0.26, 0.22, 0.25

# 7
The following is a DFT calculation (ωB97M-V/def2-TZVPD) of an isolated ion of composition CH7BO3P and charge -1.

```
13
Properties=species:S:1:pos:R:3:forces:R:3
O -2.622 0.889 -1.387 3.1135 -0.0654 -0.1698
P -1.088 0.678 -1.054 -3.4134 -0.1638 0.8576
B -0.862 0.127 0.804 1.7807 -0.6048 -0.1573
C 0.561 -0.741 0.984 -1.5464 -0.9148 1.0475
O 1.728 -0.063 0.398 -1.0854 1.6367 6.2191
O 2.020 -0.511 -0.790 2.1166 -0.7775 -6.4353
H -0.296 1.903 -1.192 -0.1738 -0.8413 -0.6100
H -0.481 -0.377 -1.878 -0.1380 1.1233 0.1054
H -1.767 -0.588 1.096 -0.5089 -0.2826 -0.0058
H -0.774 1.068 1.536 -0.2179 0.6559 0.0418
H 0.366 -1.826 0.590 1.1414 1.7599 0.3860
H 0.738 -0.830 2.159 0.2103 0.1089 -2.4951
H 2.476 0.271 -1.264 -1.2788 -1.6347 1.2158
```
Forces are in eV/Å.

Properties
Net charge   -1
Highest occupied orbital energy   -4.04 eV
Frontier orbital gap   7.71 eV
Relative energy (zero: lowest compared OMol25 entry of this formula, charge and spin)   614.2 kJ/mol
Strongest force on any atom   6.82 eV Å⁻¹

These are the Mulliken partial charges, in e, on atoms 1 to 8: -0.75, 0.34, 0.18, -0.37, -0.22, -0.36, -0.03, -0.01